1.
Entry from OMol25: 2 unconnected molecules or ions with the total composition C6H16 in a non-equilibrium geometry (ωB97M-V/def2-TZVPD).

Properties
Structure (SMILES): CC(C)C.CC
Spin multiplicity: 1
E_LUMO, eV: 1.06

Last column: natural (NBO) charge in e.
CARTESIAN COORDINATES (ANGSTROEM)
C: -0.707696 -0.324205 -0.877521  -0.222
C: -2.134090 -0.246205 -1.436245  -0.614
C: -0.362551 -1.705496 -0.290726  -0.600
C: 0.320174 0.134855 -1.919685  -0.607
H: -0.680045 0.288479 0.029340  0.196
H: -2.854542 0.330537 -0.858551  0.211
H: -2.518788 -1.268643 -1.525753  0.203
H: -0.451906 -2.507485 -1.027060  0.199
H: 0.648323 -1.724238 0.119415  0.205
H: -1.049588 -1.862699 0.544669  0.205
H: 0.082959 1.137706 -2.272778  0.209
H: 1.284030 0.222975 -1.402034  0.203
H: 0.456217 -0.609012 -2.694401  0.206
H: -2.142428 0.162314 -2.447642  0.206
C: 1.047496 1.516618 1.550732  -0.619
C: 1.512215 0.417683 2.493221  -0.619
H: 0.912613 2.549329 1.889214  0.209
H: 1.662426 1.651818 0.658095  0.205
H: 0.059057 1.340287 1.161110  0.199
H: 2.175747 -0.299790 2.019022  0.210
H: 0.677833 -0.089737 2.972529  0.207
H: 2.062552 0.884912 3.315053  0.208

Atomic forces in eV per Å
C 0.0 -0.1 0.4
C -0.1 -0.8 -0.5
C -0.3 0.4 -0.1
C 0.4 0.2 1.6
H 0.1 0.3 -0.7
H 0.2 0.0 0.2
H -0.2 0.1 0.0
H -0.1 0.0 0.1
H 0.1 0.1 -0.1
H 0.0 -0.4 -0.1
H -0.1 -0.2 -0.4
H 0.0 0.0 -0.2
H -0.2 0.1 -0.4
H 0.0 0.1 0.0
C -0.4 0.8 -1.1
C 0.2 1.0 0.7
H 0.5 -0.3 0.9
H 0.2 -0.3 0.1
H -0.3 -0.4 -0.1
H -0.1 -0.1 -0.1
H -0.1 -0.2 -0.2
H 0.2 -0.2 0.0

***

2.
Entry from OMol25: 2 unconnected molecules or ions with the total composition C6H16 in a non-equilibrium geometry (ωB97M-V/def2-TZVPD).

Properties
Structure (SMILES): CC(C)C.CC
Spin multiplicity: 1
E_LUMO, eV: 1.11

Last column: natural (NBO) charge in e.
CARTESIAN COORDINATES (ANGSTROEM)
C: -0.028561 -2.500012 0.998128  -0.609
C: -0.794777 -3.099017 -0.167093  -0.612
H: 0.769622 -3.169187 1.329312  0.204
H: 0.437894 -1.545125 0.787266  0.207
H: -0.650138 -2.387050 1.888714  0.200
H: -1.611238 -2.527425 -0.587426  0.207
H: -0.071310 -3.186149 -0.994257  0.198
H: -1.101982 -4.129199 0.011465  0.207
C: 0.189491 1.595104 -0.638618  -0.215
C: 1.473905 1.042715 0.003035  -0.626
C: -1.032163 0.722030 -0.420343  -0.617
C: 0.010048 3.002073 -0.026412  -0.611
H: 0.468134 1.687614 -1.690935  0.193
H: 1.684431 1.184677 1.055043  0.213
H: -0.876798 -0.242429 -0.921805  0.203
H: -0.944516 0.413940 0.623057  0.210
H: -1.958152 1.123013 -0.810721  0.215
H: 0.713571 3.683386 -0.518218  0.206
H: -0.939763 3.526176 -0.163889  0.208
H: 0.214680 2.977367 1.043620  0.201
H: 2.254472 1.734496 -0.375691  0.208
H: 1.793152 0.093002 -0.424231  0.210

Atomic forces in eV per Å
C -0.3 -0.3 0.8
C 1.3 -0.4 -0.9
H 0.0 -0.1 -0.2
H -0.1 0.2 -0.2
H -0.1 0.2 -0.1
H -0.3 0.2 0.4
H -0.2 0.0 0.0
H -0.3 0.1 0.2
C 0.1 0.7 0.8
C 1.4 1.1 -1.6
C 1.4 -1.3 -0.3
C 0.2 0.5 -0.6
H -0.5 0.1 -0.1
H -0.9 -0.6 0.6
H 0.0 0.1 -0.2
H -1.1 0.4 0.3
H -0.3 0.3 0.5
H 0.3 -0.1 0.4
H -0.3 -0.6 -0.1
H 0.0 0.1 0.0
H -0.1 -0.2 -0.1
H -0.2 -0.3 0.5

***

3.
Entry from OMol25: a molecular structure, C6H16AgO4S2 (ωB97M-V/def2-TZVPD).

Properties
Spin multiplicity: 1
Net charge: -1
E_LUMO, eV: 2.72

Last column: natural (NBO) charge in e.
CARTESIAN COORDINATES (ANGSTROEM)
Ag: -0.190919 0.804743 -0.769192  0.835
O: -1.260088 2.781745 -0.745804  -0.994
C: -1.489780 2.917112 0.590630  -0.060
C: -0.449099 2.370373 1.590693  -0.068
O: 0.012516 1.074725 1.426885  -1.036
H: -2.486492 2.498905 0.911650  0.061
H: -1.546049 4.004749 0.855285  0.097
H: -0.945347 2.491173 2.582205  0.095
H: 0.402239 3.093746 1.577177  0.095
C: 4.158574 -1.210964 -1.468997  -0.836
S: 2.883758 -0.051789 -0.993544  1.266
O: 1.845473 -0.150441 -2.063562  -0.988
C: 2.348103 -0.945612 0.467037  -0.850
H: 4.579497 -0.884124 -2.418846  0.232
H: 3.776375 -2.228290 -1.519181  0.221
H: 4.978176 -1.142479 -0.746090  0.217
H: 1.377175 -0.523200 0.751746  0.304
H: 3.082782 -0.772709 1.253288  0.224
H: 2.294279 -2.015782 0.250821  0.202
C: -2.974163 -0.017725 0.030897  -0.880
S: -2.596380 -1.321834 -1.141150  1.235
O: -1.425732 -0.831891 -1.922671  -1.012
C: -1.911466 -2.491965 0.046419  -0.829
H: -3.109859 0.899746 -0.548494  0.283
H: -2.109244 0.159506 0.686478  0.287
H: -3.879281 -0.294675 0.574806  0.210
H: -0.881144 -2.192648 0.224631  0.252
H: -1.950961 -3.478077 -0.422106  0.214
H: -2.532951 -2.542307 0.938975  0.224

Atomic forces in eV per Å
Ag 0.3 0.4 -0.4
O 0.2 -0.5 -0.1
C -0.4 0.7 0.1
C 0.4 0.2 0.4
O -0.2 -0.3 -0.2
H 0.1 0.0 -0.1
H -0.2 -0.1 0.2
H 0.1 0.1 0.0
H -0.1 -0.1 0.0
C 0.8 0.1 0.1
S 0.0 0.3 -0.1
O 0.0 -0.2 0.2
C -0.1 -0.3 -0.1
H -0.2 -0.1 -0.1
H -0.1 0.0 -0.1
H -0.2 -0.1 0.1
H 0.1 0.1 0.2
H 0.0 0.1 0.0
H -0.1 0.1 -0.1
C 0.0 0.1 -0.1
S -0.2 0.2 0.4
O 0.1 -0.4 -0.6
C -0.4 -0.5 -0.3
H -0.1 -0.1 0.0
H -0.1 -0.1 0.1
H 0.0 0.0 0.1
H 0.0 0.1 0.2
H 0.2 0.1 0.0
H 0.2 0.2 0.1

***

4.
Entry from OMol25: a molecular structure, C6H16BBeCl12 in a non-equilibrium geometry (ωB97M-V/def2-TZVPD).

Properties
Spin multiplicity: 1
Net charge: +1
E_LUMO, eV: -5.82

Last column: natural (NBO) charge in e.
CARTESIAN COORDINATES (ANGSTROEM)
Be: 1.419539 -0.216998 -1.349752  1.575
B: -0.100991 -0.092388 -0.146102  -1.156
H: 0.658089 -0.732528 0.276108  0.019
H: -0.349911 -0.614908 -1.056742  0.019
H: -0.927791 -0.119138 0.546658  0.105
H: 0.258659 0.911112 -0.313082  0.075
C: 1.261209 0.945052 2.368208  -0.388
Cl: 2.340359 2.360372 1.867998  -0.058
Cl: 1.945769 -0.608828 1.890328  0.012
H: 1.119729 1.059282 3.442938  0.253
H: 0.324209 0.999662 1.813988  0.232
C: 1.499309 -3.917248 -1.067602  -0.435
Cl: 1.091369 -2.347398 -0.301632  -0.005
Cl: 2.445989 -3.772898 -2.503112  0.024
H: 2.115929 -4.573578 -0.453512  0.249
H: 0.534729 -4.375158 -1.286672  0.241
C: -2.761391 1.504452 0.256728  -0.379
Cl: -4.414241 0.803892 0.015918  -0.009
Cl: -2.056011 2.424792 -1.146832  -0.074
H: -2.716811 2.094562 1.172088  0.234
H: -2.075071 0.664852 0.366878  0.237
C: 1.902069 3.703922 -0.777832  -0.343
Cl: 0.969389 4.323082 0.632178  0.056
Cl: 1.956999 1.899992 -0.770982  -0.111
H: 1.484719 4.097692 -1.704582  0.258
H: 2.918489 4.093502 -0.721132  0.251
C: -1.741011 -0.198498 -2.776132  -0.355
Cl: -2.844911 -1.247838 -3.756112  0.033
Cl: -0.101201 -0.951288 -3.015332  -0.039
H: -1.692411 0.812132 -3.181532  0.244
H: -2.025701 -0.076648 -1.731052  0.254
C: -0.452291 -1.681308 2.604148  -0.450
Cl: 0.493579 -2.596288 3.700318  0.014
Cl: -2.138031 -2.225978 2.523588  -0.011
H: -0.377721 -0.651068 2.952208  0.195
H: 0.035349 -1.698388 1.629458  0.232

Atomic forces in eV per Å
Be -3.6 -0.5 1.2
B -0.2 0.6 -0.8
H 2.1 0.0 1.5
H -1.2 -1.0 -1.7
H -1.9 -0.5 2.2
H 0.0 2.6 -0.4
C 0.7 1.0 -0.5
Cl 0.3 -2.1 3.0
Cl 2.9 1.3 1.6
H 0.2 -0.3 -0.2
H 0.2 0.5 0.2
C 0.0 -1.2 0.4
Cl 1.7 -2.7 -1.9
Cl 0.2 0.6 -0.9
H -0.5 0.4 0.6
H 0.2 0.0 0.0
C -0.2 -0.6 -0.1
Cl 1.1 0.8 -0.1
Cl -0.8 0.2 0.9
H -0.3 0.3 -0.4
H -0.9 0.5 -0.1
C -0.1 1.9 0.2
Cl -0.3 0.7 -2.1
Cl 1.5 0.3 -1.8
H -0.4 -0.6 0.2
H 0.0 -0.5 0.3
C -0.8 0.0 -1.4
Cl 0.7 0.9 1.0
Cl 0.9 0.1 -1.5
H 0.0 -0.4 -0.4
H 0.2 -0.9 -0.2
C -0.6 0.5 -0.4
Cl 0.5 -1.2 1.0
Cl 0.2 0.2 -0.1
H -0.8 -0.2 0.0
H -1.1 -0.6 0.7

***

Energy above the lowest of the compared OMol25 structures with the same formula, charge and spin / kcal/mol: 13.8 15.9 4.8 56.8
Frontier orbital gap / eV: 11.8 12.3 5.7 7.2